# 1
DFT (ωB97M-V with the def2-TZVPD basis set) results for an isolated molecule of C12H15OPS at a distorted geometry.

Geometry as ORCA input:
```
! wB97M-V def2-TZVPD RIJCOSX def2/J DEFGRID3
* xyz 0 1
C -4.3366 -0.5211 0.9909
C -3.8575 -1.5664 0.2476
C -3.6166 0.6806 1.0568
C -2.5992 -1.5047 -0.2945
C -2.3908 0.7843 0.4278
C -1.8679 -0.2983 -0.2917
C 1.7913 0.4086 -1.8641
C 2.6696 0.0737 -0.9094
C 1.0479 1.5313 0.4539
C 2.1200 0.3986 0.5967
C 3.9185 -0.5349 -1.0566
C 1.6081 -0.7689 1.3150
O -0.7102 -0.2568 -1.0540
P 0.3170 1.1714 -1.2552
S -0.4471 2.6995 -2.2206
H -5.3110 -0.4765 1.1624
H -4.3228 -2.4724 0.2055
H -3.9695 1.4972 1.6178
H -2.2058 -2.3536 -0.8707
H -1.7079 1.6096 0.5456
H 1.8894 0.1958 -2.8884
H 0.1255 1.5259 1.0723
H 1.5308 2.5725 0.5039
H 2.9115 0.9396 1.1077
H 3.9173 -1.1304 -2.0835
H 4.2332 -1.3112 -0.3473
H 4.7954 0.1537 -1.0056
H 0.5247 -0.8302 1.2020
H 1.7192 -0.5058 2.4141
H 2.2236 -1.7108 1.2217
*
```

SMILES = CC1=C[P@@](=S)(Oc2ccccc2)C[C@H]1C
highest occupied orbital energy = -8.61 eV


# 2
DFT (ωB97M-V with the def2-TZVPD basis set) results for an isolated molecule of C5H11NOS at a distorted geometry.

Geometry as ORCA input:
```
! wB97M-V def2-TZVPD RIJCOSX def2/J DEFGRID3
* xyz 0 1
C 2.5142 -0.3201 0.1553
C 1.6900 0.8793 0.4975
C 1.2723 -0.5099 0.8850
C -2.1372 -0.0496 0.8281
C -1.3565 0.4387 -1.4671
N -1.0333 -0.0499 -0.1293
O 0.4296 -1.6691 -1.4229
S -0.0986 -1.4625 -0.0617
H 2.4459 -0.4680 -0.9439
H 3.5637 -0.4771 0.6757
H 1.9349 1.5154 1.3088
H 0.9809 1.3866 -0.2093
H 1.1784 -0.8868 1.8371
H -1.5820 0.4010 1.7030
H -3.0567 0.5495 0.5719
H -2.5126 -0.9406 1.3503
H -1.3384 1.4862 -1.5623
H -0.5372 0.0316 -2.2240
H -2.3573 0.1454 -1.7923
*
```

highest occupied orbital energy = -8.42 eV


# 3
DFT (ωB97M-V with the def2-TZVPD basis set) results for a structure of composition C37H26Cl3N3O7SV.

Geometry as ORCA input:
```
! wB97M-V def2-TZVPD RIJCOSX def2/J DEFGRID3
* xyz 1 3
V 0.5673 0.0320 -0.9717
O -0.1391 1.9001 4.4169
C -1.0297 2.5321 3.6664
O -1.8049 3.3280 4.1180
C -1.0589 2.1833 2.2102
C -1.9737 2.6805 1.2878
Cl -3.1775 3.8423 1.4907
N -1.7476 2.0924 0.0914
N -0.6989 1.2558 0.1908
C -0.2865 1.2965 1.4537
C 0.8010 0.3312 1.7914
O 1.1688 0.1313 2.9259
O 1.2638 -0.3087 0.7407
C -2.5672 2.0961 -1.0901
C -1.9686 2.2409 -2.3286
C -2.7541 2.1595 -3.4697
C -4.1225 1.9593 -3.3660
C -4.7131 1.8427 -2.1139
C -3.9375 1.9035 -0.9683
H 0.4005 1.2452 3.9151
H -0.9126 2.4411 -2.4297
H -2.2854 2.2779 -4.4371
H -4.7328 1.9098 -4.2576
H -5.7826 1.7058 -2.0273
H -4.3968 1.8214 0.0072
O -0.7728 -1.2398 -1.4809
S -2.2590 -1.4937 -1.0956
C -2.4547 -3.2113 -1.4915
C -3.7584 -3.6842 -1.5416
C -3.9666 -5.0273 -1.8094
C -2.8824 -5.8646 -2.0371
C -1.5868 -5.3672 -2.0011
C -1.3597 -4.0272 -1.7251
C -2.2516 -1.5238 0.6760
C -3.2105 -0.7577 1.3226
C -3.1897 -0.6887 2.7097
C -2.2123 -1.3715 3.4179
C -1.2634 -2.1455 2.7541
C -1.2811 -2.2342 1.3738
H -4.5971 -3.0182 -1.3759
H -4.9744 -5.4166 -1.8509
H -3.0497 -6.9109 -2.2538
H -0.7491 -6.0236 -2.1932
H -0.3580 -3.6203 -1.7082
H -3.9560 -0.2241 0.7479
H -3.9262 -0.0932 3.2326
H -2.1847 -1.3016 4.4973
H -0.5037 -2.6707 3.3166
H -0.5443 -2.8287 0.8478
Cl 2.3111 -1.5966 -1.9160
C 3.6522 -1.7063 -0.7628
C 4.0439 -2.9776 -0.3977
C 5.1407 -3.1226 0.4350
C 5.8487 -2.0040 0.8349
C 5.4586 -0.7396 0.4231
Cl 6.4701 0.6013 0.8146
C 4.3079 -0.5400 -0.3529
N 3.8856 0.7205 -0.7619
C 3.4838 1.7621 0.1051
C 3.5396 1.6363 1.4893
C 3.1126 2.6705 2.3081
C 2.6085 3.8398 1.7624
C 2.5471 3.9616 0.3823
C 2.9830 2.9442 -0.4575
C 2.8650 3.1285 -1.9476
C 1.5812 2.5551 -2.5132
O 0.9167 3.0854 -3.3612
O 1.2752 1.3424 -2.0253
H 3.4996 -3.8371 -0.7627
H 5.4591 -4.1074 0.7454
H 6.7359 -2.1004 1.4448
H 3.3820 0.7121 -1.6342
H 3.8799 0.7147 1.9394
H 3.1641 2.5473 3.3822
H 2.2788 4.6488 2.4001
H 2.1660 4.8733 -0.0635
H 3.6988 2.6503 -2.4718
H 2.8858 4.1819 -2.2167
*
```

highest occupied orbital energy (alpha / beta) = -10.52 / -10.52 eV